one.
Computed, not measured: 2 unconnected molecules or ions with the total composition C5H11IN, with ωB97M-V with the def2-TZVPD basis set.

* net charge: +1
* frontier orbital gap: 8.222 eV
* HOMO: -0.495 Ha

Positions of all 18 atoms, in Å:
C  -1.01  -0.05  -0.65
C  0.73  1.34  0.20
C  -0.08  0.16  0.32
C  -2.04  -1.14  -0.89
C  -0.03  -0.72  1.50
N  0.68  2.28  -0.71
I  3.80  -0.34  0.30
H  -0.87  0.53  -1.47
H  1.50  1.51  0.93
H  -2.78  -0.61  -1.42
H  -2.52  -1.32  0.13
H  -1.59  -2.08  -1.35
H  -0.91  -1.46  1.50
H  -0.19  -0.24  2.48
H  0.96  -1.28  1.56
H  1.35  2.99  -0.82
H  -0.03  2.10  -1.45
H  3.05  -1.66  -0.14

two.
Computed, not measured: a gas-phase ion, C5H11IN (charge +1), with ωB97M-V with the def2-TZVPD basis set.

* net charge: +1
* frontier orbital gap: 9.237 eV
* SMILES string: I[NH+]1CCCCC1
* HOMO: -0.543 Ha

Positions of all 18 atoms, in Å:
I  -1.55  0.19  2.90
N  -0.94  -0.45  0.98
C  0.51  -0.96  0.97
C  1.49  -0.34  -0.04
C  0.93  0.75  -0.95
C  -0.51  0.43  -1.31
C  -1.34  0.58  -0.05
H  -1.53  -1.26  0.83
H  0.41  -2.03  0.77
H  0.89  -0.87  1.97
H  1.85  -1.15  -0.67
H  2.36  0.04  0.50
H  0.96  1.71  -0.45
H  1.56  0.83  -1.84
H  -0.58  -0.59  -1.69
H  -0.92  1.10  -2.06
H  -1.18  1.56  0.38
H  -2.40  0.46  -0.23

Stability check: which of them is most stable? two.

one.
Computed, not measured: 2 unconnected molecules or ions with the total composition C5H8BrI, with ωB97M-V with the def2-TZVPD basis set.

* net charge: 0
* frontier orbital gap: 9.463 eV
* SMILES string: BrC1=CCCC1.I
* HOMO: -0.333 Ha

Positions of all 15 atoms, in Å:
C  1.02  0.56  -1.15
C  0.89  1.01  0.39
C  0.91  -0.97  -1.17
C  0.25  -0.24  1.05
C  0.60  -1.34  0.06
Br  -0.07  -3.16  0.36
I  -4.40  -0.10  0.44
H  0.14  0.98  -1.64
H  2.03  0.88  -1.48
H  1.83  1.40  0.83
H  0.08  1.78  0.45
H  -4.27  1.48  0.84
H  1.28  -1.60  -1.96
H  0.60  -0.53  1.99
H  -0.87  -0.16  0.99

two.
Computed, not measured: C5H8BrI in the gas phase, with ωB97M-V with the def2-TZVPD basis set.

* net charge: 0
* frontier orbital gap: 8.530 eV
* SMILES string: CC(C)/C(I)=C/Br
* HOMO: -0.309 Ha

Positions of all 15 atoms, in Å:
C  0.55  0.56  -1.80
C  0.99  -0.20  -0.51
C  -1.05  -1.12  0.30
C  -0.23  1.17  1.20
C  0.18  -0.25  0.72
Br  1.59  0.55  -3.37
I  2.62  -1.64  -0.68
H  -0.48  1.07  -1.80
H  -1.93  -0.53  -0.04
H  -1.48  -1.75  1.10
H  -0.68  -1.81  -0.41
H  -1.30  1.34  1.12
H  0.35  1.93  0.49
H  0.07  1.42  2.15
H  0.80  -0.74  1.53

Stability check: which of them is most stable? one.

one.
Computed, not measured: 2 unconnected molecules or ions with the total composition C2H4O3, with ωB97M-V with the def2-TZVPD basis set.

* net charge: 0
* frontier orbital gap: 10.642 eV
* SMILES string: O=CO.C=O
* HOMO: -0.387 Ha

Positions of all 9 atoms, in Å:
O  0.89  1.31  -0.04
C  2.01  0.83  -0.02
H  2.41  0.55  -0.99
H  2.47  0.74  0.96
O  -1.12  -1.80  0.56
C  -1.84  -0.97  0.07
O  -1.44  0.24  -0.29
H  -2.80  -1.26  -0.41
H  -0.57  0.36  0.16

two.
Computed, not measured: 2 unconnected molecules or ions with the total composition C2H4O3, with ωB97M-V with the def2-TZVPD basis set.

* net charge: 0
* frontier orbital gap: 10.945 eV
* SMILES string: O=CO.C=O
* HOMO: -0.372 Ha

Positions of all 9 atoms, in Å:
O  2.33  1.01  0.05
C  2.57  0.12  0.82
H  2.44  0.33  1.88
H  2.92  -0.85  0.43
O  -1.37  -0.28  0.46
C  -2.17  0.14  -0.31
O  -2.21  -0.28  -1.61
H  -3.08  0.71  -0.09
H  -1.43  -0.89  -1.63

Stability check: which of them is most stable? two.

one.
Computed, not measured: C6H13O4P in the gas phase, with ωB97M-V with the def2-TZVPD basis set.

* net charge: 0
* frontier orbital gap: 9.193 eV
* SMILES string: CC[C@@](C)(C(=O)O)P(O)OC
* HOMO: -0.314 Ha

Positions of all 24 atoms, in Å:
C  -0.06  -0.26  0.30
C  1.22  0.56  0.17
C  -1.38  0.64  0.42
C  0.17  -0.70  2.65
C  -0.89  0.85  -2.87
C  -0.16  -1.38  1.35
O  1.65  -1.58  -1.59
O  1.14  1.87  -0.19
O  2.29  0.06  0.39
O  0.19  -0.02  -2.55
P  0.07  -1.26  -1.53
H  -1.32  1.69  0.17
H  -1.68  0.55  1.53
H  -2.22  0.24  -0.22
H  -0.03  -1.49  3.43
H  -0.55  0.13  2.95
H  1.34  -0.57  2.80
H  -1.59  0.62  -3.68
H  -0.27  1.77  -3.18
H  -1.35  1.04  -1.96
H  -1.17  -1.73  1.39
H  0.49  -2.23  1.02
H  1.94  2.40  0.08
H  2.15  -1.19  -0.89

two.
Computed, not measured: a molecular structure, C6H13O4P, with ωB97M-V with the def2-TZVPD basis set.

* net charge: 0
* frontier orbital gap: 10.779 eV
* HOMO: -0.367 Ha

Positions of all 24 atoms, in Å:
C  2.68  1.97  -0.12
C  2.31  0.89  0.51
C  0.82  -2.66  -0.36
C  -0.94  2.27  -0.34
C  -2.85  -1.06  0.21
C  1.04  -0.32  -0.29
O  -0.54  -0.71  2.06
O  1.67  -1.55  -0.21
O  -0.78  1.46  0.81
O  -1.59  -0.68  -0.32
P  -0.47  -0.12  0.73
H  3.40  2.64  0.32
H  2.31  2.24  -1.09
H  2.62  0.51  1.47
H  0.08  -2.71  0.45
H  1.46  -3.54  -0.32
H  0.30  -2.63  -1.33
H  -1.31  1.68  -1.19
H  0.02  2.72  -0.61
H  -1.65  3.04  -0.09
H  -3.40  -1.54  -0.59
H  -3.40  -0.19  0.58
H  -2.71  -1.75  1.05
H  0.91  0.04  -1.32

Stability check: which of them is most stable? one.

one.
Computed, not measured: 2 unconnected molecules or ions with the total composition C3H12NS, with ωB97M-V with the def2-TZVPD basis set.

* net charge: +1
* frontier orbital gap: 9.404 eV
* HOMO: -0.481 Ha

Positions of all 17 atoms, in Å:
C  1.52  -2.55  1.01
N  1.34  -1.02  0.40
H  2.00  -3.12  0.13
H  2.17  -2.39  2.02
H  0.49  -2.86  1.34
H  0.93  -0.34  1.03
H  0.72  -1.13  -0.39
H  2.22  -0.62  -0.03
C  -1.15  1.83  -1.57
C  -1.65  1.08  -0.30
S  -0.71  1.40  1.36
H  -0.07  1.70  -1.58
H  -1.74  2.77  -1.57
H  -1.49  1.24  -2.43
H  -2.69  1.18  -0.16
H  -1.36  -0.02  -0.53
H  -0.53  2.86  1.28

two.
Computed, not measured: 2 unconnected molecules or ions with the total composition C3H12NS, with ωB97M-V with the def2-TZVPD basis set.

* net charge: +1
* frontier orbital gap: 10.004 eV
* HOMO: -0.496 Ha

Positions of all 17 atoms, in Å:
C  -0.68  1.26  -2.74
N  -0.90  0.98  -1.26
H  -1.61  1.16  -3.27
H  -0.28  2.28  -2.79
H  0.12  0.62  -3.05
H  -0.02  0.53  -0.87
H  -1.63  0.29  -1.09
H  -1.08  1.83  -0.74
C  0.25  -1.57  2.33
C  0.75  -0.23  1.78
S  1.63  -0.36  0.16
H  0.36  -1.59  3.40
H  0.80  -2.41  1.90
H  -0.80  -1.70  2.12
H  -0.09  0.44  1.62
H  1.50  0.16  2.45
H  1.68  -1.69  0.06

Stability check: which of them is most stable? two.

one.
Computed, not measured: a molecular structure, CH4N4O, with ωB97M-V with the def2-TZVPD basis set.

* net charge: 0
* frontier orbital gap: 10.447 eV
* HOMO: -0.359 Ha

Positions of all 10 atoms, in Å:
C  0.09  1.13  0.16
N  -0.07  -2.31  0.07
N  0.71  -1.49  0.64
N  -0.92  -1.35  -0.38
N  -0.16  -0.44  0.40
O  0.97  1.44  -0.87
H  -1.03  1.38  -0.03
H  0.36  1.42  1.15
H  -1.87  -1.32  -0.49
H  1.91  1.52  -0.66

two.
Computed, not measured: CH4N4O in the gas phase, with ωB97M-V with the def2-TZVPD basis set.

* net charge: 0
* frontier orbital gap: 9.920 eV
* SMILES string: [H]/N=C(/N)NN=O
* HOMO: -0.352 Ha

Positions of all 10 atoms, in Å:
C  0.78  0.14  -0.05
H  2.69  0.32  0.12
H  2.16  -1.17  0.74
H  -0.26  1.68  -0.14
H  0.01  -1.81  -0.26
N  2.02  -0.47  0.01
N  0.73  1.41  -0.06
N  -0.29  -0.85  -0.09
N  -1.56  -0.65  -0.04
O  -1.95  0.51  0.14

Stability check: which of them is most stable? two.